Molecular formula: C47H33Cl4N4ORbSi
Method: DFT, ωB97M-V/def2-TZVPD

* relative energy (zero: lowest compared OMol25 entry of this formula, charge and spin): 0.0000 eV
* charge: -2
* LUMO level: 3.533 eV
* HOMO-LUMO gap: 5.1 eV

```
91
Properties=species:S:1:pos:R:3:forces:R:3:mulliken_charge:R:1
Rb -0.717479 -0.067958 -0.114447 -0.6235 -1.3273 -0.4664 0.9485
Cl -1.474471 5.975795 6.860763 0.0316 -0.0593 -0.0624 -0.2645
C -0.965896 4.857911 5.604972 0.0121 0.0166 -0.0009 0.4156
C 0.048813 5.225910 4.737981 0.0206 -0.0098 -0.0268 -0.8823
C 0.442317 4.335597 3.748747 0.0379 0.0470 0.0037 -0.0565
C -0.152512 3.080066 3.613401 0.0459 -0.0165 -0.1111 -0.2295
C -1.186562 2.754250 4.491130 -0.0357 -0.0294 0.0559 -0.1574
C -1.592780 3.630905 5.489499 -0.0346 -0.0369 -0.0095 -0.9690
C 0.279519 2.138819 2.539899 0.0718 0.0164 0.1800 1.2550
C 0.624171 0.848150 2.924086 -0.0495 0.1854 -0.1411 0.2037
C 0.772672 0.409627 4.322986 0.0262 0.0269 -0.0547 -1.2695
C 0.962792 -0.916434 4.285661 0.0235 -0.0933 -0.0855 -1.1428
C 0.946013 -1.314749 2.854318 0.1150 0.1774 -0.1061 0.2561
C 1.176649 -2.606447 2.326126 -0.0577 -0.3481 0.1601 0.4383
C 0.817495 -3.843168 3.060855 0.0383 0.2582 -0.1957 0.7744
C 0.948483 -5.113936 2.458661 0.0424 -0.0482 0.0429 -0.5419
C 0.636815 -6.296324 3.112977 0.0421 0.0288 -0.1038 -0.9637
C 0.124350 -6.257899 4.394100 -0.0179 -0.0328 0.0354 0.4030
Cl -0.268194 -7.747911 5.236145 0.0183 0.0633 -0.0410 -0.2755
C -0.138210 -5.036871 4.985372 -0.0158 0.0673 0.0203 -1.1792
C 0.178306 -3.863981 4.320028 0.0220 -0.0012 -0.0086 -0.3427
C 1.810052 -2.750634 1.019983 0.0511 0.2017 -0.0085 0.1270
N 1.595052 -1.998028 -0.050364 0.0993 -0.3855 0.1673 0.1634
C 2.510287 -2.401821 -1.010748 -0.1115 0.0973 -0.1525 0.0989
C 2.655031 -1.857238 -2.273418 0.1533 -0.1806 -0.0002 1.6005
C 3.584080 -2.557562 -3.213394 -0.1424 0.0587 0.0857 -0.2994
C 3.386880 -3.891715 -3.565121 0.0438 -0.0399 0.0001 -0.1098
C 4.253500 -4.548497 -4.430540 -0.0320 -0.0012 0.0200 -0.9076
C 5.330168 -3.856055 -4.954050 0.0102 -0.0147 -0.0164 0.3973
Cl 6.431946 -4.674033 -6.049694 -0.0618 0.0470 0.0631 -0.2616
C 5.553288 -2.528700 -4.631216 -0.0320 0.0363 0.0388 -0.9292
C 4.675826 -1.889423 -3.765053 0.0893 0.0249 -0.0777 -0.0451
C 2.044563 -0.663262 -2.768434 -0.0630 0.1423 -0.1512 -0.0387
C 2.050143 -0.207511 -4.142077 0.0546 -0.1105 0.1312 -1.1524
C 1.339552 0.960116 -4.156303 -0.0907 0.0458 0.1446 -1.3087
C 0.940159 1.194492 -2.786558 0.0134 0.2106 -0.1820 -0.2089
N 1.374610 0.199097 -1.989200 0.1280 0.0190 -0.1172 -0.1854
C 0.242677 2.348899 -2.308849 0.0369 -0.0622 0.0396 2.0946
C 0.101756 2.730284 -0.979184 -0.0158 0.3371 -0.0961 0.3757
C -0.803210 3.778722 -0.506003 0.1109 -0.1062 0.0027 -1.2905
C -0.762327 3.731549 0.841201 0.0525 -0.0883 0.1054 -1.0563
C 0.151750 2.636445 1.191535 -0.1213 0.1553 -0.1938 -0.0936
N 0.676054 2.092680 0.097669 0.3178 0.7484 0.3029 -0.8343
C -0.436291 3.186898 -3.341118 0.1141 -0.0193 0.0059 -0.3171
C -1.376436 2.627298 -4.205769 -0.0348 -0.0242 -0.0069 -0.2078
C -2.021504 3.393052 -5.166842 -0.0004 -0.0201 0.0145 -0.9961
C -1.711579 4.737518 -5.274477 -0.0007 0.0051 0.0106 0.4480
Cl -2.513482 5.715690 -6.490495 0.0403 -0.0523 0.0588 -0.2627
C -0.780135 5.324765 -4.437329 0.0114 0.0053 0.0083 -0.9160
C -0.151813 4.543761 -3.476232 0.0548 0.0722 0.0104 -0.0237
C 3.351752 -3.465199 -0.475214 0.0046 0.0943 0.0954 -1.0391
C 2.932438 -3.673699 0.788985 -0.1042 -0.0238 0.0078 -1.3845
N 0.800549 -0.216470 2.095235 0.1871 -0.0695 0.4849 -0.2275
H 0.524867 6.192620 4.840107 -0.0088 -0.0164 -0.0100 0.3869
H 1.234545 4.611338 3.062118 -0.0211 0.0019 0.0239 0.4572
H -1.695216 1.805961 4.364958 0.0124 0.0290 0.0091 0.6190
H -2.402605 3.371264 6.158817 0.0138 -0.0032 -0.0129 0.3934
H 0.797551 1.044997 5.195704 -0.0095 0.0015 -0.0271 0.5153
H 1.215068 -1.536164 5.129385 -0.0247 -0.0841 0.0107 0.6734
H 1.278005 -5.182254 1.434197 0.0234 -0.0180 -0.0096 0.4668
H 0.768848 -7.246652 2.611247 0.0070 0.0164 -0.0086 0.3955
H -0.617671 -4.998377 5.955564 0.0048 0.0170 -0.0186 0.3925
H -0.131860 -2.944755 4.782071 0.0074 0.0976 0.0377 0.6154
H 2.539663 -4.418546 -3.144083 0.0099 -0.0027 -0.0248 0.5046
H 4.094756 -5.584934 -4.699098 -0.0097 0.0240 0.0103 0.3896
H 6.403361 -2.006173 -5.049812 -0.0130 0.0024 0.0130 0.3938
H 4.834525 -0.849909 -3.504291 0.0090 -0.0341 -0.0090 0.4994
H 2.514205 -0.702096 -4.983315 -0.0310 0.0170 0.0063 0.4505
H 1.138972 1.598615 -5.005083 0.0095 -0.0301 0.0247 0.4608
H -1.439798 4.405687 -1.112259 0.0418 -0.0333 -0.0018 0.4182
H -1.358445 4.312584 1.529230 0.0300 -0.0330 -0.0016 0.4145
H -1.615384 1.575870 -4.108309 -0.0052 0.0119 -0.0024 0.6024
H -2.765814 2.953562 -5.817448 0.0181 0.0000 0.0066 0.3899
H -0.548282 6.377078 -4.537884 -0.0025 -0.0188 0.0052 0.3949
H 0.581041 4.991052 -2.815191 -0.0221 -0.0137 -0.0186 0.4565
H 4.198065 -3.919094 -0.968187 -0.0040 0.0112 0.0093 0.4497
H 3.373373 -4.328166 1.525583 -0.0277 -0.0209 0.0060 0.5857
C -5.018699 -1.570737 0.011248 -0.0533 -0.1089 0.0207 -1.0322
Si -4.536181 0.266681 0.141169 0.2979 0.0155 0.1303 0.1100
C -5.977291 1.051552 1.099229 -0.0502 0.1127 0.1238 -1.1139
C -4.706258 0.946547 -1.627652 -0.0275 0.0875 -0.1309 -0.9800
O -3.103021 0.502808 0.763264 -0.7115 0.0108 -0.0258 -0.3780
H -6.058021 -1.723540 -0.310791 0.1014 0.0227 0.0197 0.3056
H -4.889557 -2.044154 0.991855 -0.0353 0.0045 -0.0824 0.2424
H -4.365460 -2.096882 -0.694791 -0.0301 0.0281 0.0508 0.2427
H -6.954550 0.747292 0.705550 0.0396 0.0216 0.0112 0.3179
H -5.918352 2.146004 1.061871 -0.0004 -0.0790 0.0126 0.2645
H -5.921996 0.754594 2.152999 -0.0313 0.0194 -0.0639 0.2758
H -5.744845 0.988265 -1.982386 0.0857 -0.0205 0.0279 0.3713
H -4.134582 0.334258 -2.335660 -0.0159 0.0392 0.0312 0.2339
H -4.290573 1.961031 -1.660112 -0.0524 -0.0628 -0.0230 0.1846
```
Positions in Å, forces in eV/Å.

Molecular formula: C47H34BF2N3NbO2S2
Method: DFT, ωB97M-V/def2-TZVPD

* relative energy (zero: lowest compared OMol25 entry of this formula, charge and spin): 0.7386 eV
* charge: -1
* LUMO level: 2.179 eV
* HOMO-LUMO gap: 6.0 eV

```
92
Properties=species:S:1:pos:R:3:forces:R:3:mulliken_charge:R:1
Nb 0.737296 -0.207840 0.180765 -0.6642 -0.8013 -3.3956 -1.1717
O -0.012607 -2.000096 0.108383 -0.3957 -1.3289 -0.7673 0.4973
C -0.923380 -3.104661 0.445973 -0.0581 1.8234 -0.7508 2.2169
C -1.514947 -2.608777 1.782967 -0.5459 -0.5795 -0.4402 -1.5368
C -2.152649 -1.216812 1.841050 1.4032 1.5010 0.0868 -0.3154
C -3.132409 -1.083782 2.822742 -0.3994 0.1920 -0.3839 -0.9650
C -3.857528 0.093877 2.946673 0.4923 -0.0816 -0.2174 -1.0534
C -3.538140 1.143006 2.083961 0.2757 -0.0944 0.6479 -0.7967
C -2.408414 1.056415 1.276880 0.7104 -1.2606 -0.5734 0.2975
C -2.113577 2.255548 0.373692 -1.0387 0.9370 1.6266 -1.7603
C -0.707089 2.780808 0.245156 1.5831 0.1132 -1.1588 2.0574
O 0.077876 1.597699 0.122817 0.7027 1.7882 0.1739 0.5373
C -0.698335 3.663265 -1.098965 0.2447 -0.2555 -0.1591 -0.4282
C -1.090632 5.012169 -1.124215 0.1701 -0.4465 0.0822 -0.3987
C -1.183358 5.749240 -2.309171 0.2365 -0.3870 0.1764 -0.9315
C -0.829414 5.161852 -3.508523 0.1082 -0.4341 -0.3502 -0.4874
C -0.445631 3.808016 -3.513150 -0.0705 0.5099 -0.1562 -0.9115
C -0.372003 3.073694 -2.337841 0.1757 -0.9322 0.7111 0.2155
C -0.123619 3.706470 1.385866 0.4544 -0.8046 -0.2739 -0.6798
C -0.907161 4.362652 2.314797 -0.6715 -0.0896 0.1768 0.3560
C -0.331363 5.056453 3.382811 0.3511 -0.2354 -0.2732 -1.0193
C 1.037514 5.095644 3.519962 0.6815 -0.0466 -0.1231 -0.4853
C 1.874386 4.492626 2.569615 -0.4159 0.2676 -0.4497 -0.7973
C 1.288315 3.838777 1.498660 -0.6177 -0.7977 -0.3431 0.0511
N -1.673039 -0.107344 1.177183 -1.5105 -0.5112 0.4630 1.4512
C -0.121990 -4.399538 0.534477 1.1476 -0.1605 -0.3746 -0.7857
C -0.103959 -5.216240 1.657591 -0.1250 0.0463 0.4046 0.3101
C 0.767474 -6.318075 1.723298 -0.2487 0.4256 0.0732 -0.9532
C 1.652082 -6.591322 0.697931 0.0547 -0.0885 0.1349 -0.4167
C 1.616821 -5.824741 -0.465243 -0.8153 0.5946 0.2662 -0.9564
C 0.733797 -4.747372 -0.553883 -0.5242 -0.1076 0.9267 -0.2013
C -2.115893 -3.333924 -0.597756 0.3873 0.3449 0.0307 0.1144
C -2.876820 -4.526368 -0.591461 0.0974 0.7056 0.0411 -0.7463
C -4.009093 -4.649378 -1.397613 -0.0142 -0.3115 0.0528 -0.8119
C -4.391412 -3.643623 -2.271395 0.4877 0.7712 0.4001 -0.5346
C -3.652623 -2.463270 -2.289998 0.5778 0.1508 0.1261 -1.1607
C -2.507605 -2.323507 -1.488168 -0.1308 0.0606 0.3209 0.2013
H -0.756774 -2.733099 2.568252 -0.1498 0.2952 -0.1448 0.4644
H -2.371788 -3.256732 1.998824 0.2434 -0.2125 0.3107 0.9442
H -3.292966 -1.948469 3.449522 -0.3371 0.0387 0.1074 0.5384
H -4.621851 0.198851 3.714226 0.0705 -0.0124 -0.2407 0.3972
H -4.072531 2.086279 2.129292 -0.0335 -0.1490 -0.0389 0.4704
H -2.673917 3.082782 0.845410 -0.2370 -0.2660 -0.5201 0.4895
H -2.547712 2.108940 -0.613727 0.1451 -0.2640 -0.0584 0.6499
H -1.266979 5.532376 -0.202991 -0.2458 0.0882 0.4288 0.4122
H -1.508735 6.782401 -2.294652 0.0880 0.0008 0.1552 0.3970
H -0.823870 5.763460 -4.429628 -0.1094 -0.4706 0.3973 0.3614
H -0.212276 3.322751 -4.456073 0.1133 0.0444 0.1019 0.4542
H -0.037523 2.000854 -2.355014 -0.4678 1.1786 -0.0304 -0.0899
H -1.998393 4.307439 2.252022 0.3536 0.0310 0.0523 0.2611
H -0.910101 5.548026 4.141522 -0.4750 0.0641 0.0618 0.4378
H 1.467672 5.597749 4.374522 0.0728 0.0803 0.0528 0.3809
H 2.964127 4.570399 2.603349 -0.4036 -0.0825 0.2333 0.4276
H 1.899170 3.301452 0.767190 -0.1153 0.2570 0.2033 0.3088
H -0.735395 -4.965635 2.530576 0.4050 -0.2893 -0.5907 0.2922
H 0.779475 -6.944624 2.604116 -0.0262 0.0558 0.1300 0.4018
H 2.387934 -7.382526 0.847629 -0.2466 0.0966 -0.2825 0.3687
H 2.244336 -6.059643 -1.302295 0.3114 -0.0080 -0.2127 0.4469
H 0.682489 -4.136645 -1.440282 0.1623 0.1358 -0.1744 0.4163
H -2.611974 -5.350791 0.059100 0.0840 0.0525 0.0730 0.4427
H -4.642938 -5.535202 -1.337891 0.3713 0.0362 0.0253 0.3617
H -5.266085 -3.736124 -2.887339 -0.2614 -0.1186 -0.1372 0.4049
H -3.936817 -1.605623 -2.906306 0.0316 -0.4376 0.0396 0.4162
H -1.941617 -1.387240 -1.527921 -0.1410 -0.3655 0.0451 0.1802
S 0.578347 -0.411742 -2.617411 -0.0026 -0.2271 -0.3338 -0.4588
C 1.963872 0.352454 -3.364476 -1.0210 -0.6745 -0.0763 0.1227
C 2.008477 0.447380 -4.777513 -0.2111 -0.4441 0.2708 -0.8830
C 3.108449 0.958079 -5.422185 -0.0288 0.3022 1.1628 0.4374
C 3.083297 1.007859 -6.839928 0.1321 -0.0037 -2.4582 -0.1293
N 3.019952 0.999189 -8.003314 0.1021 0.0715 1.8542 -0.5812
C 4.177116 1.443340 -4.635344 -0.5127 -0.2966 0.2359 0.7129
C 4.137695 1.366138 -3.240670 0.9901 0.2473 -0.2018 -1.0150
C 3.046869 0.815310 -2.607525 -0.6160 0.0878 0.5099 0.7905
S 2.886739 0.818194 -0.821055 0.4686 0.1623 -0.1643 -0.4856
C 5.292559 1.989585 -5.285806 2.7269 1.0350 -1.7972 -0.2264
N 6.207016 2.387591 -5.898518 -1.6999 -0.6315 1.2776 -0.5993
H 1.196658 0.063180 -5.394257 0.0324 0.0821 0.4221 0.5065
H 5.027439 1.727035 -2.691733 -0.7665 -0.2118 -0.2110 0.4691
C 1.461412 -0.840481 4.871607 -0.2716 0.1427 -0.3776 -0.8795
C 1.798975 -1.838476 3.949046 0.4206 -0.7145 0.7175 -0.5617
C 1.751147 -1.627697 2.594352 -0.3524 0.7753 0.2205 -0.6703
C 1.285106 -0.381922 2.128811 -0.0357 -0.0931 1.0195 2.8816
C 0.889221 0.604991 3.029749 0.1054 0.0989 0.4465 -0.6875
C 0.967794 0.368076 4.395472 0.3914 0.0668 0.1401 -0.9629
H 1.603301 -0.980078 5.933749 -0.0960 -0.1900 0.0585 0.3867
H 2.148989 -2.808905 4.305712 -0.0044 0.2031 0.0756 0.4112
H 2.054825 -2.379235 1.865009 -0.0283 -0.0158 0.3765 0.3616
H 0.547719 1.586747 2.677555 0.0382 -0.5411 0.1686 0.4835
H 0.684991 1.161987 5.072212 -0.0052 0.0334 0.2252 0.4912
F 4.242424 -0.767613 1.081220 -1.1383 0.0331 -0.6022 -0.2323
B 3.248414 -0.851228 0.114605 0.3946 0.1291 -0.1029 0.6009
F 3.395362 -1.952708 -0.696665 -0.3106 0.3165 0.4247 -0.3207
```
Positions in Å, forces in eV/Å.